(1)
Computed, not measured: a molecular structure, C32H22CoF3N3O2PS2, with wB97M-V/def2-TZVPD.

The geometry in XYZ format:
```
66
Properties=species:S:1:pos:R:3:forces:R:3
Co 0.519 -0.107 -0.760 0.348 0.359 -0.099
C -1.454 -3.370 -2.594 -0.010 -0.020 0.001
C -0.520 -2.336 -2.376 -0.022 0.009 -0.014
N -0.759 -1.364 -1.533 -0.121 -0.068 0.206
C -1.944 -1.325 -0.849 0.078 0.109 -0.042
C -2.919 -2.316 -0.999 -0.045 0.025 -0.061
C -2.631 -3.365 -1.908 -0.005 0.024 0.004
C -4.104 -2.231 -0.227 0.013 0.002 -0.014
C -4.257 -1.186 0.642 0.016 0.010 0.001
C -3.283 -0.176 0.789 0.000 -0.025 -0.012
C -2.112 -0.215 0.052 0.015 0.029 -0.003
N -1.027 0.617 0.081 -0.210 -0.190 -0.259
C -0.912 1.869 0.588 -0.066 -0.108 0.084
C -1.886 2.728 1.078 0.030 0.039 0.011
C -1.536 4.005 1.561 -0.021 -0.035 -0.012
C -0.244 4.449 1.588 0.019 0.017 -0.004
C 0.782 3.607 1.089 0.039 0.001 0.008
C 2.153 3.950 1.086 -0.032 0.010 0.005
C 3.072 3.066 0.604 0.034 -0.017 -0.005
C 2.645 1.830 0.080 0.009 0.003 -0.027
N 1.375 1.498 0.045 -0.121 -0.027 0.023
C 0.443 2.349 0.571 0.006 0.025 0.073
H -1.199 -4.170 -3.275 -0.001 -0.002 -0.006
H 0.441 -2.311 -2.870 -0.008 -0.021 0.005
H -3.352 -4.164 -2.035 -0.005 -0.008 0.005
H -4.860 -3.000 -0.322 -0.002 -0.005 -0.008
H -5.153 -1.128 1.250 0.001 0.008 0.005
H -3.441 0.596 1.525 -0.014 0.004 0.022
H -2.924 2.439 1.072 -0.028 0.007 -0.003
H -2.326 4.648 1.930 -0.008 -0.007 0.000
H 0.009 5.425 1.980 0.009 0.004 0.004
H 2.458 4.913 1.478 -0.005 0.002 0.007
H 4.129 3.294 0.607 0.006 -0.005 -0.001
H 3.338 1.094 -0.309 0.016 0.017 -0.006
S 2.095 -3.923 -1.094 0.008 -0.013 0.046
P 1.484 -3.460 0.725 -0.121 -0.054 -0.094
S 0.931 -1.592 1.212 0.199 0.053 0.079
C 0.069 -4.563 1.142 0.040 0.058 -0.025
C 0.269 -5.941 1.179 0.022 -0.031 -0.013
C -0.791 -6.798 1.420 -0.007 -0.013 -0.001
C -2.071 -6.287 1.612 0.011 0.024 -0.008
C -2.277 -4.917 1.568 -0.009 -0.051 0.020
C -1.208 -4.057 1.341 0.013 0.019 0.031
C 2.730 -3.980 1.964 -0.046 -0.015 0.012
C 2.473 -3.777 3.318 0.013 -0.026 -0.001
C 3.392 -4.182 4.271 -0.011 0.009 -0.001
C 4.582 -4.785 3.878 0.011 -0.007 -0.008
C 4.844 -4.979 2.531 -0.012 0.010 -0.001
C 3.918 -4.581 1.574 0.012 0.012 0.032
H 1.262 -6.340 1.004 -0.007 0.002 0.002
H -0.624 -7.868 1.452 0.000 -0.004 0.001
H -2.902 -6.958 1.795 -0.004 -0.005 0.004
H -3.270 -4.509 1.713 0.001 0.016 -0.005
H -1.356 -2.984 1.317 -0.002 -0.033 0.039
H 1.554 -3.286 3.616 -0.009 0.002 0.006
H 3.186 -4.022 5.322 -0.001 0.001 0.010
H 5.303 -5.096 4.623 0.009 -0.004 0.009
H 5.774 -5.438 2.219 0.013 -0.008 0.000
H 4.108 -4.719 0.517 -0.005 -0.004 -0.008
F 4.274 -2.423 -3.356 0.019 0.058 -0.017
C 3.658 -1.238 -3.474 0.020 -0.078 0.013
F 4.572 -0.364 -3.954 -0.027 0.008 0.016
F 2.722 -1.374 -4.430 -0.013 -0.005 0.044
C 3.101 -0.745 -2.103 0.029 -0.059 -0.059
O 3.932 -0.592 -1.224 0.022 -0.002 -0.025
O 1.854 -0.536 -2.118 -0.082 -0.023 0.015
```
Positions in Å, forces in eV/Å.

LUMO energy (spin up / spin down) ... 2.3 / 2.4 eV
2S+1 ... 2
Orbital gap (spin up / spin down) ... 6.7 / 6.9 eV
Charge ... -1

---

(2)
Computed, not measured: a molecular structure, C32H22N13O2S2W at a distorted geometry, with wB97M-V/def2-TZVPD.

The geometry in XYZ format:
```
72
Properties=species:S:1:pos:R:3:forces:R:3
W -0.661 0.006 -0.339 0.744 -0.042 -0.957
C -2.878 1.150 3.091 0.032 -0.052 -0.010
C -1.726 0.435 2.462 0.208 -0.181 0.180
O -1.931 0.040 1.244 -0.177 -0.299 -0.165
C -0.543 0.216 3.116 -0.080 0.250 0.138
C 0.484 -0.560 2.540 -0.189 -0.058 -0.337
C 1.537 -1.171 3.410 -0.010 -0.036 0.068
N 0.479 -0.841 1.255 0.281 0.177 0.163
N 1.275 -1.941 0.914 0.258 -0.263 -0.111
C 0.583 -2.716 0.129 0.028 0.059 0.232
O -0.599 -2.446 -0.291 -0.054 1.067 0.037
C 1.248 -3.955 -0.351 0.003 -0.159 -0.090
C 2.454 -4.389 0.195 -0.030 0.008 -0.025
C 3.074 -5.520 -0.308 0.041 -0.011 0.014
C 2.503 -6.222 -1.362 -0.043 -0.038 -0.041
C 1.303 -5.790 -1.909 0.017 -0.023 -0.007
C 0.676 -4.662 -1.404 -0.060 0.057 0.024
H -3.026 2.090 2.554 -0.025 -0.002 -0.007
H -2.693 1.367 4.141 -0.014 -0.024 0.008
H -3.788 0.559 2.983 -0.004 0.009 -0.001
H -0.431 0.549 4.138 -0.026 0.001 -0.012
H 1.504 -0.735 4.407 -0.025 0.042 -0.013
H 2.518 -1.018 2.960 0.004 -0.051 0.011
H 1.382 -2.247 3.486 0.023 0.003 -0.004
H 2.894 -3.822 1.003 0.002 0.003 0.009
H 4.011 -5.857 0.118 -0.002 0.015 0.003
H 2.991 -7.103 -1.759 0.017 0.011 0.018
H 0.857 -6.329 -2.736 0.003 -0.001 0.006
H -0.257 -4.304 -1.822 0.019 -0.007 0.004
N 2.784 0.426 -0.471 -0.121 -0.072 -0.121
C 2.350 -0.339 -1.482 0.068 0.249 0.210
N 3.279 -0.807 -2.304 0.046 -0.101 -0.121
C 2.830 -1.521 -3.342 -0.064 0.049 0.204
N 3.772 -2.030 -4.181 -0.002 0.010 -0.035
N 1.563 -1.772 -3.615 0.016 -0.179 -0.245
C 0.675 -1.288 -2.745 0.065 0.124 0.234
N 1.016 -0.583 -1.611 -0.096 -0.333 -0.030
C -0.710 -1.469 -2.976 0.024 0.143 0.142
C -1.213 -2.211 -4.059 -0.024 -0.034 -0.068
C -2.560 -2.393 -4.190 0.031 0.010 0.016
C -3.419 -1.836 -3.216 0.074 0.027 0.036
C -2.878 -1.123 -2.187 -0.301 0.176 0.089
N -1.552 -0.902 -2.054 0.335 0.164 0.280
H 3.751 0.689 -0.536 0.045 -0.009 0.000
H 2.137 1.083 -0.049 -0.056 0.057 0.087
H 4.688 -1.623 -4.109 0.002 -0.016 -0.018
H 3.446 -2.308 -5.090 0.028 -0.033 0.022
H -0.493 -2.626 -4.749 -0.027 0.013 -0.029
H -2.973 -2.958 -5.014 0.061 -0.014 -0.027
H -4.490 -1.961 -3.272 -0.008 0.005 0.049
H -3.506 -0.694 -1.418 -0.009 -0.011 -0.028
S 0.327 2.115 0.774 -0.308 -0.512 -0.300
C -0.120 3.522 -0.177 -0.031 -0.114 -0.040
C -0.301 4.724 0.491 -0.040 0.124 -0.033
C -0.628 5.887 -0.197 0.108 -0.355 -0.248
C -0.747 7.116 0.516 -0.047 0.315 0.188
N -0.794 8.100 1.111 -0.013 -0.075 -0.038
C -0.806 5.825 -1.590 0.124 -0.218 0.300
C -0.623 4.622 -2.255 -0.009 0.046 0.051
C -0.253 3.456 -1.576 -0.024 0.101 -0.116
S 0.059 1.999 -2.453 -0.124 -0.649 0.603
C -1.170 6.994 -2.327 -0.082 0.250 -0.201
N -1.446 7.926 -2.940 0.025 -0.047 0.024
H -0.180 4.754 1.565 -0.028 0.036 -0.002
H -0.760 4.576 -3.327 -0.022 0.041 -0.008
N -2.186 1.302 -0.834 -0.475 0.330 0.024
C -3.078 2.037 -0.870 0.242 -0.161 0.049
C -4.138 2.906 -0.918 -0.289 0.240 -0.069
C -3.968 4.246 -0.500 0.068 0.092 0.043
N -3.823 5.335 -0.145 -0.009 -0.023 -0.013
C -5.387 2.440 -1.389 -0.124 -0.111 0.022
N -6.402 2.034 -1.761 0.029 0.012 -0.016
```
Positions in Å, forces in eV/Å.

LUMO energy (spin up / spin down) ... 1.3 / 1.1 eV
2S+1 ... 3
Orbital gap (spin up / spin down) ... 5.0 / 6.3 eV
Charge ... -1

---

(3)
Computed, not measured: a molecular structure, C32H23ClN5O2PPdSe at a distorted geometry, with wB97M-V/def2-TZVPD.

The geometry in XYZ format:
```
66
Properties=species:S:1:pos:R:3:forces:R:3
Pd -0.060 1.109 1.187 -0.581 0.179 0.811
Se 5.563 6.139 0.746 0.060 0.081 -0.020
N 5.494 4.368 0.666 -0.079 -0.125 0.018
C 4.241 4.023 0.823 0.266 0.314 -0.025
C 3.786 2.649 0.794 -0.792 -0.151 0.086
C 4.639 1.562 0.643 0.051 -0.297 -0.026
C 4.101 0.291 0.617 0.197 0.373 -0.019
C 2.725 0.135 0.723 -0.060 -0.425 -0.112
N 1.898 1.160 0.860 0.588 0.726 0.115
C 2.405 2.418 0.927 1.056 -0.854 -0.287
C 1.477 3.492 1.163 -0.756 1.143 0.191
N 0.177 3.151 1.356 0.863 0.252 -0.078
C -0.702 4.103 1.609 -0.341 -0.029 0.056
C -0.363 5.449 1.675 0.294 0.087 -0.064
C 0.949 5.819 1.465 -0.175 0.136 0.045
C 1.897 4.834 1.212 -0.327 -0.775 -0.033
C 3.304 5.105 1.011 0.406 0.256 -0.069
N 3.814 6.311 0.995 -0.142 -0.057 0.065
H 5.704 1.731 0.558 -0.004 0.018 -0.017
H 4.729 -0.581 0.515 -0.024 -0.020 -0.013
H 2.259 -0.842 0.701 -0.177 0.080 0.076
H -1.722 3.782 1.762 0.054 -0.066 -0.011
H -1.120 6.189 1.887 -0.042 -0.036 -0.010
H 1.255 6.856 1.496 0.027 -0.011 0.016
Cl -4.693 -0.026 0.049 -0.048 -0.094 -0.050
C -4.230 1.506 0.840 0.214 -0.058 0.205
C -2.707 1.635 0.794 -0.228 0.267 -0.367
O -2.209 2.220 -0.169 -0.211 0.009 -0.079
O -2.047 1.131 1.771 -0.014 -0.153 -0.331
H -4.608 1.467 1.857 0.013 0.011 0.029
H -4.684 2.311 0.273 0.014 0.004 0.018
N -0.022 -0.812 1.151 -0.164 -0.789 -0.969
P -0.558 -1.702 -0.025 0.271 0.301 0.818
C 0.762 -2.778 -0.700 -0.287 -0.087 0.055
C 1.452 -2.419 -1.856 0.074 -0.111 0.015
C 2.493 -3.211 -2.320 0.066 0.018 0.011
C 2.845 -4.368 -1.639 0.046 -0.010 -0.019
C 2.178 -4.716 -0.473 0.000 -0.010 0.078
C 1.146 -3.920 0.000 0.115 0.065 -0.032
C -1.826 -2.837 0.637 0.121 -0.061 -0.246
C -2.552 -2.349 1.720 -0.011 -0.057 0.000
C -3.537 -3.131 2.304 0.012 -0.042 -0.035
C -3.794 -4.404 1.815 -0.058 0.021 0.080
C -3.063 -4.900 0.746 0.054 -0.078 -0.109
C -2.081 -4.118 0.153 -0.097 0.036 0.058
C -1.252 -1.012 -1.573 -0.010 -0.150 0.209
C -0.731 0.153 -2.122 -0.156 -0.005 -0.052
C -1.221 0.632 -3.329 0.073 0.094 0.049
C -2.218 -0.056 -3.999 -0.078 -0.030 -0.120
C -2.722 -1.237 -3.473 0.025 -0.017 0.037
C -2.240 -1.711 -2.264 -0.032 0.036 0.047
H 1.174 -1.523 -2.397 -0.019 -0.066 -0.034
H 3.028 -2.928 -3.218 -0.028 -0.010 -0.018
H 3.641 -4.997 -2.016 0.010 0.014 0.010
H 2.464 -5.609 0.069 -0.005 0.000 -0.011
H 0.634 -4.175 0.921 -0.002 -0.059 -0.024
H -2.325 -1.360 2.094 0.030 0.041 0.014
H -4.098 -2.747 3.147 -0.025 0.000 -0.020
H -4.565 -5.015 2.269 0.022 -0.002 0.012
H -3.251 -5.901 0.376 -0.019 0.018 -0.009
H -1.512 -4.508 -0.684 0.003 -0.017 0.010
H 0.051 0.694 -1.608 -0.001 0.089 0.123
H -0.827 1.554 -3.738 -0.008 -0.001 -0.009
H -2.611 0.328 -4.933 0.032 0.001 0.001
H -3.489 -1.792 -3.997 -0.022 0.050 -0.007
H -2.643 -2.624 -1.845 -0.039 0.033 -0.034
```
Positions in Å, forces in eV/Å.

LUMO energy ... -1.3 eV
Orbital gap ... 5.8 eV
Charge ... 0

---

(4)
Computed, not measured: 3 unconnected molecules or ions with the total composition C32H23IN2O7PS, with wB97M-V/def2-TZVPD.

The geometry in XYZ format:
```
67
Properties=species:S:1:pos:R:3:forces:R:3
O -4.974 -0.699 -5.619 -0.253 0.327 0.029
N -4.780 -1.680 -5.080 0.538 -0.228 -0.014
O -3.545 -1.584 -4.160 -0.368 -0.253 0.124
C -3.723 -0.643 -3.119 0.160 0.213 -0.236
C -2.967 -1.188 -1.904 0.259 0.291 -0.294
C -3.359 -0.574 -0.571 -0.354 -0.625 0.074
S -2.440 0.990 -0.467 0.101 0.143 0.173
C -1.200 0.313 -1.416 0.083 -0.295 -0.159
P 0.530 1.003 -1.650 -0.448 -0.034 -0.611
O 0.302 2.492 -1.055 -0.206 -0.418 0.653
I 1.338 -0.273 0.220 -0.224 -0.203 0.476
N -1.539 -0.785 -2.031 -0.067 -0.117 0.199
H -3.308 0.330 -3.410 -0.102 0.022 0.107
H -4.779 -0.486 -2.874 0.009 -0.201 0.006
H -3.020 -2.277 -1.929 -0.110 0.064 0.224
H -3.040 -1.213 0.255 0.053 0.148 0.055
H -4.435 -0.446 -0.468 0.058 0.273 -0.069
H 0.015 3.119 -1.723 0.130 0.360 -0.308
H -0.886 -1.304 -2.607 -0.065 0.068 -0.098
C -7.204 -4.977 3.487 0.013 0.017 -0.011
C -7.156 -5.617 4.721 0.011 0.002 0.020
C -6.265 -5.190 5.691 -0.029 -0.009 -0.016
C -5.412 -4.125 5.430 0.012 -0.010 0.036
C -5.448 -3.491 4.186 0.005 0.012 -0.023
C -6.353 -3.918 3.220 -0.017 -0.023 -0.005
C -4.524 -2.370 3.866 -0.010 -0.011 0.058
O -4.557 -1.814 2.783 0.084 0.031 -0.162
C -3.550 -1.954 4.914 -0.006 0.007 -0.025
C -2.646 -0.934 4.633 0.023 0.018 0.015
C -1.740 -0.524 5.596 -0.011 -0.005 -0.021
C -1.735 -1.126 6.850 -0.011 -0.017 0.011
C -2.630 -2.143 7.136 0.025 0.021 0.000
C -3.536 -2.563 6.169 -0.004 -0.031 0.025
C -4.475 -3.677 6.500 -0.004 0.033 -0.046
O -4.472 -4.193 7.594 0.009 -0.012 -0.001
H -7.908 -5.308 2.735 0.002 0.000 0.004
H -7.816 -6.449 4.925 -0.003 0.008 0.000
H -6.214 -5.670 6.659 0.000 0.015 0.001
H -6.377 -3.409 2.267 0.008 0.001 0.006
H -2.670 -0.473 3.655 -0.019 0.005 0.009
H -1.038 0.269 5.375 -0.008 0.004 0.006
H -1.031 -0.800 7.604 -0.002 -0.001 -0.004
H -2.643 -2.626 8.103 -0.003 -0.008 -0.010
C 8.231 4.333 -6.590 -0.029 -0.013 -0.004
C 9.143 4.683 -5.600 0.007 -0.001 0.030
C 8.858 4.428 -4.268 0.017 0.002 -0.035
C 7.654 3.828 -3.920 0.024 0.010 0.029
C 6.732 3.490 -4.913 -0.021 -0.001 -0.027
C 7.028 3.739 -6.249 0.028 0.018 -0.016
C 5.421 2.877 -4.572 0.014 -0.006 0.070
O 4.611 2.571 -5.420 -0.002 0.014 -0.015
C 5.124 2.651 -3.123 -0.021 -0.002 -0.041
C 3.888 2.120 -2.771 0.016 -0.001 0.027
C 3.599 1.894 -1.440 0.088 0.119 -0.076
C 4.526 2.186 -0.445 0.071 0.025 -0.056
C 5.755 2.718 -0.795 -0.040 -0.016 0.035
C 6.054 2.956 -2.133 0.040 0.024 -0.001
C 7.382 3.553 -2.481 -0.061 -0.031 -0.018
O 8.194 3.800 -1.618 0.006 0.014 -0.001
H 8.461 4.528 -7.629 -0.001 0.001 0.005
H 10.079 5.155 -5.869 -0.001 -0.008 -0.001
H 9.556 4.688 -3.485 -0.006 -0.013 0.002
H 6.305 3.462 -7.004 -0.006 0.006 0.012
H 3.180 1.892 -3.559 0.014 -0.012 -0.006
H 2.641 1.477 -1.155 0.608 0.277 -0.091
H 4.290 2.001 0.595 -0.009 0.001 -0.005
H 6.498 2.959 -0.047 0.004 0.009 -0.015
```
Positions in Å, forces in eV/Å.

LUMO energy ... -4.5 eV
Orbital gap ... 7.0 eV
Charge ... +1

---

Q: charge of number 1 (C32H22CoF3N3O2PS2)?
A: -1

---

Q: What is the formula in the first record?
A: C32H22CoF3N3O2PS2